Record 1
This record from the Open Molecules 2025 dataset describes C9H9NO3 in the gas phase at a distorted geometry. The level of theory is ωB97M-V/def2-TZVPD.

Each line ends with the Löwdin charge.
Positions of all 22 atoms, in Å:
O 1.914 2.854 -1.295  0.01
N 1.167 1.897 -1.476  -0.01
C 1.464 0.781 -0.757  -0.24
C 2.690 0.342 -0.383  -0.03
C 2.829 -0.857 0.273  -0.09
C 1.781 -1.744 0.429  -0.03
C 0.576 -1.436 -0.198  -0.02
C 0.363 -0.198 -0.784  -0.09
C -1.009 0.278 -1.343  -0.12
C -1.808 1.135 -0.345  -0.09
C -2.353 0.391 0.848  -0.50
O -2.263 -0.762 1.118  0.12
O -2.995 1.237 1.770  0.02
H 3.753 0.878 -0.530  0.17
H 3.746 -1.175 0.674  0.09
H 1.869 -2.669 0.856  0.08
H -0.143 -2.181 -0.247  0.10
H -0.723 1.009 -2.134  0.11
H -1.755 -0.384 -1.737  0.11
H -1.175 1.801 0.103  0.09
H -2.684 1.531 -0.933  0.16
H -3.428 0.588 2.469  0.17

Electronic energy, a.u.: -628.7216
Structure (SMILES): O=Nc1ccccc1CCC(=O)O
Lowest unoccupied orbital energy (spin up / spin down), eV: -0.9 / -0.9
Energy relative to the best compared isomer or geometry (same formula, charge and spin), kJ/mol: 190.8
Frontier orbital gap (spin up / spin down), eV: 8.3 / 8.2
Total charge: 0
HOMO energy (spin up / spin down), eV: -9.164 / -9.158
Maximum force, Eh/bohr: 0.0907

Record 2
This record from the Open Molecules 2025 dataset describes a molecular structure, C47H66OOsP3Si at a distorted geometry. The level of theory is ωB97M-V/def2-TZVPD.

Each line ends with the Mulliken spin population.
Positions of all 119 atoms, in Å:
Os -0.735 0.156 0.191  2.36
C 3.559 -2.396 1.184  0.05
C 3.542 -1.759 -0.201  0.07
C 4.554 -0.618 -0.200  0.01
P 1.807 -1.197 -0.738  0.24
C 1.187 -2.715 -1.659  -0.02
C 0.066 -2.281 -2.601  0.03
C 0.739 -3.814 -0.688  -0.01
C 2.278 -0.147 -2.166  -0.02
C 3.109 -0.610 -3.182  0.00
C 3.484 0.228 -4.219  0.01
C 3.052 1.545 -4.240  0.00
C 2.233 2.011 -3.228  0.01
C 1.835 1.173 -2.200  -0.01
Si 0.724 1.794 -0.789  0.02
C -0.135 3.450 -1.184  0.13
C 0.523 4.635 -0.889  0.00
C -0.125 5.851 -1.006  0.00
C -1.452 5.885 -1.399  0.01
C -2.117 4.711 -1.713  -0.01
C -1.461 3.489 -1.626  -0.18
P -2.243 1.890 -2.051  0.24
C -2.251 1.901 -3.929  0.08
C -0.806 1.844 -4.407  0.02
C -2.985 3.071 -4.573  0.01
C -4.053 2.086 -1.631  0.03
C -4.800 0.859 -2.162  -0.01
C -4.140 2.221 -0.113  0.04
C 2.016 2.139 0.586  0.13
C 3.298 2.562 0.270  0.03
C 4.278 2.653 1.246  0.01
C 3.994 2.257 2.543  0.00
C 2.721 1.828 2.875  0.00
C 1.720 1.808 1.914  -0.12
P -0.006 1.341 2.257  0.30
C -0.044 0.624 3.994  -0.03
C -1.370 -0.128 4.168  0.08
C 0.193 1.558 5.180  0.01
C -0.867 3.015 2.260  0.03
C -0.044 4.155 2.850  0.01
C -2.246 2.906 2.909  0.02
H 4.587 -2.628 1.457  0.00
H 3.001 -3.326 1.215  0.00
H 3.156 -1.718 1.935  0.00
H 3.842 -2.507 -0.946  0.01
H 4.292 0.134 0.540  0.00
H 4.644 -0.137 -1.169  0.00
H 5.531 -1.019 0.065  0.00
H 2.018 -3.112 -2.255  0.01
H -0.635 -1.603 -2.091  0.05
H -0.481 -3.152 -2.951  0.00
H 0.467 -1.760 -3.467  0.00
H -1.372 -3.531 -0.487  -0.01
H 1.566 -4.053 -0.023  0.00
H 0.520 -4.720 -1.258  0.00
H 3.476 -1.626 -3.170  0.00
H 4.126 -0.143 -5.006  0.00
H 3.355 2.204 -5.039  0.00
H 1.895 3.037 -3.231  0.00
H 1.549 4.598 -0.555  0.00
H 0.401 6.764 -0.774  0.00
H -1.970 6.830 -1.458  0.00
H -3.155 4.759 -2.009  0.00
H -2.754 0.965 -4.203  0.01
H -0.301 2.783 -4.189  0.00
H -0.766 1.679 -5.481  0.00
H -0.267 1.037 -3.914  0.01
H -2.575 4.023 -4.244  0.00
H -4.051 3.050 -4.363  0.00
H -2.859 3.012 -5.653  0.00
H -4.469 2.987 -2.092  0.00
H -4.166 -0.025 -2.136  0.00
H -5.129 1.006 -3.187  0.00
H -5.679 0.654 -1.555  0.00
H -3.532 1.444 0.367  0.04
H -5.166 2.119 0.233  0.00
H -3.762 3.193 0.200  0.00
H 3.541 2.799 -0.756  0.00
H 5.268 2.996 0.988  0.00
H 4.766 2.273 3.297  0.00
H 2.531 1.489 3.879  0.00
H 0.773 -0.114 3.957  0.00
H -2.128 0.516 4.606  0.00
H -1.244 -0.989 4.820  0.00
H -1.744 -0.484 3.202  0.00
H -0.640 2.240 5.314  0.00
H 1.101 2.147 5.088  0.00
H 0.278 0.963 6.088  0.00
H -1.014 3.229 1.191  -0.03
H 0.176 3.992 3.900  0.00
H -0.608 5.083 2.765  0.00
H 0.895 4.285 2.316  0.00
H -2.169 2.880 3.993  0.00
H -2.762 2.008 2.569  -0.01
H -2.853 3.770 2.642  0.00
O -3.303 -1.457 -0.318  0.10
C -2.311 -0.900 -0.128  0.20
C 0.324 -3.612 2.498  -0.06
C -0.681 -4.140 1.469  0.00
C -2.067 -3.772 2.017  0.00
C -0.482 -3.405 0.129  -0.09
C -0.542 -5.630 1.196  0.00
C -1.611 -6.352 0.670  0.00
C -1.472 -7.684 0.329  0.00
C -0.253 -8.320 0.473  0.00
C 0.817 -7.620 0.999  0.00
C 0.668 -6.295 1.362  0.00
H 0.286 -2.519 2.506  0.06
H 1.345 -3.902 2.286  0.01
H 0.067 -3.981 3.488  0.00
H -2.076 -2.721 2.298  0.02
H -2.285 -4.359 2.904  0.00
H -2.865 -3.919 1.298  0.00
H -0.372 -2.331 0.376  0.12
H -2.567 -5.879 0.519  0.00
H -2.320 -8.226 -0.063  0.00
H -0.140 -9.351 0.174  0.00
H 1.775 -8.104 1.124  0.00
H 1.522 -5.802 1.797  0.00

Electronic energy, a.u.: -3309.7873
Lowest unoccupied orbital energy (spin up / spin down), eV: -2.2 / -4.3
Energy relative to the best compared isomer or geometry (same formula, charge and spin), kJ/mol: 28.2
Frontier orbital gap (spin up / spin down), eV: 6.7 / 6.5
Total charge: +1
HOMO energy (spin up / spin down), eV: -8.887 / -10.828
Multiplicity: 5
Maximum force, Eh/bohr: 0.0371

Record 3
This record from the Open Molecules 2025 dataset describes 2 unconnected molecules or ions with the total composition C2H5ClS at a distorted geometry. The level of theory is ωB97M-V/def2-TZVPD.

Each line ends with the Mulliken spin population.
Positions of all 9 atoms, in Å:
C 0.514 0.625 -0.362  -0.01
C 1.414 -0.305 0.292  0.67
S 1.104 -1.936 0.259  1.19
Cl -3.397 -0.252 0.715  0.00
H 0.231 0.275 -1.270  0.03
H -0.503 0.658 0.121  0.07
H 1.007 1.584 -0.537  0.00
H -2.693 -0.840 -0.014  0.00
H 2.323 0.192 0.796  0.05

Electronic energy, a.u.: -937.4536
Lowest unoccupied orbital energy (spin up / spin down), eV: 0.9 / -2.4
Energy relative to the best compared isomer or geometry (same formula, charge and spin), kJ/mol: 0.0
Frontier orbital gap (spin up / spin down), eV: 7.9 / 7.8
Total charge: 0
HOMO energy (spin up / spin down), eV: -6.926 / -10.233
Multiplicity: 3
Maximum force, Eh/bohr: 0.0910

Record 4
This record from the Open Molecules 2025 dataset describes 3 unconnected molecules or ions with the total composition C3H3NO3S at a distorted geometry. The level of theory is ωB97M-V/def2-TZVPD.

Each line ends with the Löwdin charge.
Positions of all 11 atoms, in Å:
C -0.027 -0.583 1.061  -0.01
C -0.216 0.506 0.608  0.00
C -1.136 0.499 -2.654  -0.53
N -1.418 1.645 -2.613  -0.05
O -0.858 3.252 -0.609  -0.55
O -0.928 -0.657 -2.768  0.05
O -1.351 4.277 -2.778  -0.53
S -0.574 3.268 -2.054  0.66
H 6.775 -12.128 10.148  -1.00
H 0.154 -1.546 1.443  -0.01
H -0.421 1.468 0.217  -0.03

Electronic energy, a.u.: -794.6578
Lowest unoccupied orbital energy, eV: 4.6
Energy relative to the best compared isomer or geometry (same formula, charge and spin), kJ/mol: 257.7
Frontier orbital gap, eV: 3.2
Total charge: -2
HOMO energy, eV: 1.364
Maximum force, Eh/bohr: 0.0278

Record 5
This record from the Open Molecules 2025 dataset describes C11H16ClOP in the gas phase at a distorted geometry. The level of theory is ωB97M-V/def2-TZVPD.

Each line ends with the Löwdin charge.
Positions of all 30 atoms, in Å:
C 1.446 1.632 1.599  -0.08
C 1.154 1.610 0.048  -0.27
C 1.218 0.226 -0.599  -0.59
C 2.592 -0.362 -0.645  -0.15
P 0.502 0.441 -2.364  0.58
Cl 2.104 0.449 -3.540  0.18
C 0.010 -0.539 0.309  -0.12
C 0.290 -1.466 1.263  -0.05
C -0.751 -2.040 2.038  -0.08
C -2.078 -1.856 1.644  -0.08
C -2.335 -0.977 0.583  -0.04
C -1.334 -0.296 0.036  -0.27
O -1.454 0.564 -1.043  -0.33
C -2.627 0.924 -1.672  -0.13
H 2.155 0.846 1.848  0.05
H 0.421 1.474 2.067  0.09
H 1.905 2.594 1.968  0.08
H 1.990 2.138 -0.436  0.11
H 0.124 1.930 0.059  0.09
H 2.610 -1.008 -1.559  0.04
H 3.464 0.304 -0.526  0.09
H 2.819 -0.951 0.299  0.08
H 0.226 -0.960 -2.686  -0.03
H 1.356 -1.649 1.586  0.12
H -0.583 -2.821 2.802  0.11
H -2.948 -2.380 2.125  0.12
H -3.430 -0.876 0.427  0.13
H -2.208 1.273 -2.705  0.10
H -3.165 1.721 -1.067  0.10
H -3.472 0.053 -1.860  0.14

Electronic energy, a.u.: -1305.4451
Structure (SMILES): CC[C@](C)(PCl)c1ccccc1OC
Lowest unoccupied orbital energy, eV: 0.8
Energy relative to the best compared isomer or geometry (same formula, charge and spin), kJ/mol: 168.0
Frontier orbital gap, eV: 9.1
Total charge: 0
HOMO energy, eV: -8.335
Maximum force, Eh/bohr: 0.0806